Below is an isolated molecule of C2H6BN in a non-equilibrium geometry, with properties calculated with wB97M-V/def2-TZVPD.

Structure (XYZ):
```
10
Properties=species:S:1:pos:R:3:mulliken_charge:R:1
H 0.77 -1.89 0.01 0.19
C 1.50 0.72 0.05 -0.61
H -0.85 -1.67 -0.10 0.18
H 2.16 -0.01 -0.36 0.24
H -2.18 0.10 -0.63 0.27
N -0.01 -1.30 0.12 -0.44
C -1.53 0.61 0.09 -0.73
H 1.92 1.74 0.25 0.29
H -1.85 1.59 0.45 0.29
B 0.06 0.11 0.14 0.33
```

Properties
orbital gap (spin up / spin down)	0.3220 / 0.2924	Ha
E_HOMO (spin up / spin down)	-8.74 / -8.43	eV
charge	0

Below is a 2-piece molecular cluster, C5H12O overall in a non-equilibrium geometry, with properties calculated with wB97M-V/def2-TZVPD.

Structure (XYZ):
```
18
Properties=species:S:1:pos:R:3:mulliken_charge:R:1
C -0.82 0.00 -1.80 -1.39
H -0.91 2.35 -0.05 0.31
H 1.72 0.42 1.76 0.31
H 1.44 -1.59 -1.81 0.32
H -1.23 1.23 2.22 0.35
C 0.71 0.16 2.07 -1.11
C -0.36 1.43 0.20 -0.54
O 1.39 -2.52 -1.59 -0.65
H 0.43 -2.64 -1.59 0.33
H -1.37 -0.76 -2.36 0.38
H 0.50 -0.73 1.51 0.31
H 0.65 1.64 -0.16 0.31
H -0.10 0.45 -2.46 0.36
H 0.76 -0.13 3.12 0.33
H 0.15 2.19 2.08 0.29
C -0.28 1.27 1.71 -0.46
C -1.00 0.28 -0.53 0.19
H -1.73 -0.28 0.06 0.35
```

Properties
orbital gap	0.4015	Ha
E_HOMO	-9.91	eV
charge	0
SMILES	C=CCCC.O

Below is C2H3N5O as an isolated structure in a non-equilibrium geometry, with properties calculated with wB97M-V/def2-TZVPD.

Structure (XYZ):
```
11
Properties=species:S:1:pos:R:3:mulliken_charge:R:1
N -1.11 0.73 1.77 -0.12
H 2.21 -1.74 -0.55 0.28
N -0.93 0.80 -0.53 -0.18
C -0.26 0.47 0.52 0.31
N -2.22 1.19 1.48 -0.04
H 0.02 -0.23 -1.99 0.41
N 1.14 0.00 0.39 -0.36
C 1.35 -0.97 -0.74 0.08
N 0.75 -0.91 -1.86 -0.58
H 1.08 -0.74 1.54 0.38
O -2.02 1.41 -0.03 -0.18
```

Properties
orbital gap	0.3671	Ha
E_HOMO	-10.29	eV
charge	0

Below is a 2-piece molecular cluster, C5H12S overall in a non-equilibrium geometry, with properties calculated with wB97M-V/def2-TZVPD.

Structure (XYZ):
```
18
Properties=species:S:1:pos:R:3:lowdin_spin:R:1
H 0.96 -0.96 1.95 0.00
S 2.92 0.00 -1.06 0.81
H -0.78 -0.34 -1.44 0.00
H -1.32 1.14 -2.07 0.00
H 0.80 0.57 1.13 0.00
H 2.37 -1.87 0.15 0.02
C -2.81 -0.27 0.25 0.00
H 0.98 -1.27 -0.72 0.03
H -1.98 1.62 0.53 0.00
C -0.94 0.70 -1.14 0.00
C -1.90 0.67 0.02 0.00
H -0.02 1.21 -0.82 0.00
C 1.48 -0.28 1.26 0.01
C 1.78 -0.96 -0.04 0.09
H -2.87 -1.20 -0.30 0.00
H 2.31 0.09 1.87 0.00
H 2.64 1.21 -0.52 0.03
H -3.62 -0.05 0.93 0.00
```

Properties
orbital gap (spin up / spin down)	0.3240 / 0.1372	Ha
spin multiplicity	2
E_HOMO (spin up / spin down)	-12.86 / -12.84	eV
charge	+1
<S²>	0.75

Below is an isolated molecule of F3NO2S in a non-equilibrium geometry, with properties calculated with wB97M-V/def2-TZVPD.

Structure (XYZ):
```
7
Properties=species:S:1:pos:R:3:mulliken_charge:R:1
O 0.08 -0.42 1.59 -0.40
O 1.82 1.04 0.17 -0.48
N -0.72 0.21 -0.85 0.23
F -1.20 1.39 -0.37 -0.14
F 1.07 -1.42 -0.43 -0.18
S 0.58 -0.09 0.32 1.09
F -1.62 -0.72 -0.43 -0.12
```

Properties
orbital gap	0.4392	Ha
E_HOMO	-12.24	eV
charge	0
SMILES	O=S(=O)(F)N(F)F

Below is C10H5Cl5O6Ru as an isolated structure in a non-equilibrium geometry, with properties calculated with wB97M-V/def2-TZVPD.

Structure (XYZ):
```
27
Properties=species:S:1:pos:R:3:lowdin_spin:R:1
Cl -1.85 6.13 -0.66 0.01
C -0.54 3.81 -0.39 0.00
O -1.56 0.33 -0.62 0.03
Cl -4.22 1.32 -1.09 0.00
C -1.61 1.60 -0.61 0.00
Ru 0.32 -0.71 -0.38 0.86
Cl 1.00 1.63 -0.07 0.03
Cl -4.41 4.44 -1.16 0.00
O -0.03 -1.45 1.55 0.00
C -2.92 3.66 -0.86 0.00
H 1.95 -3.88 0.50 0.00
H 3.07 -3.32 -0.79 0.00
Cl 0.87 4.74 -0.10 0.00
H 2.59 -0.92 2.26 0.00
O 2.38 -1.82 0.45 0.00
O 1.03 -2.01 -2.03 0.00
C -2.85 2.28 -0.84 0.01
C 2.29 -1.89 1.87 0.00
H 2.90 -2.69 2.28 0.00
C -1.77 4.44 -0.63 0.01
C 0.79 -2.12 2.30 0.00
C 1.01 -2.86 -1.13 0.02
C -0.48 2.43 -0.38 0.01
O 0.00 -3.68 -0.92 0.04
O 0.58 -2.84 3.23 0.00
H -0.71 -3.56 -1.57 0.00
C 2.18 -3.08 -0.20 0.00
```

Properties
orbital gap (spin up / spin down)	0.1668 / 0.1774	Ha
spin multiplicity	2
E_HOMO (spin up / spin down)	-11.88 / -11.85	eV
charge	+1
<S²>	0.78

Below is C2H2BrNO2S2 as an isolated structure in a non-equilibrium geometry, with properties calculated with wB97M-V/def2-TZVPD.

Structure (XYZ):
```
10
Properties=species:S:1:pos:R:3:mulliken_charge:R:1
S 0.63 -1.72 -1.15 0.96
O -0.32 -2.72 -1.64 -0.50
C -0.37 -0.57 0.14 -0.70
O 1.87 -2.11 -0.48 -0.53
H -1.51 -0.63 0.02 0.36
S 1.30 -0.45 -2.79 -0.13
N -1.13 0.91 -2.52 -0.38
Br -0.04 -1.65 1.61 -0.06
C -0.14 0.35 -2.68 0.47
H 0.03 0.37 0.06 0.51
```

Properties
orbital gap	0.3476	Ha
E_HOMO	-10.77	eV
charge	0

Below is a 2-piece molecular cluster, C5H11NO overall in a non-equilibrium geometry, with properties calculated with wB97M-V/def2-TZVPD.

Structure (XYZ):
```
18
Properties=species:S:1:pos:R:3:lowdin_spin:R:1
H 0.54 1.58 1.67 0.00
H 0.02 0.88 -2.24 0.01
C 0.54 0.41 -0.26 0.11
C 0.66 0.21 -1.68 0.18
H -0.68 2.77 1.67 0.01
N -0.37 1.36 0.08 0.06
H 2.44 -1.12 -2.00 0.04
C 1.53 -0.61 -2.35 0.28
O -2.16 -2.24 0.77 0.03
H -1.10 1.01 2.17 0.00
H -2.03 -3.00 1.31 0.01
C -0.47 1.74 1.47 0.02
C 0.91 -0.59 0.56 0.15
H -0.61 1.84 -0.72 0.01
H -3.02 -1.78 1.01 0.01
H 1.34 -0.63 -3.41 0.03
H 1.31 -1.53 0.29 0.03
H 1.14 -0.29 1.65 0.02
```

Properties
orbital gap (spin up / spin down)	0.1116 / 0.2156	Ha
spin multiplicity	2
E_HOMO (spin up / spin down)	0.80 / -2.27	eV
charge	-1
<S²>	0.76

ΔE to the lowest compared entry with this formula, charge and spin: 52.5, 24.2, 144.8, 35.8, 33.3, 76.2, 0.0, 75.0 (kcal/mol)
Electronic energy: -159.31689, -272.91008, -426.82682, -595.50787, -902.79381, -3230.97014, -3652.94847, -326.95541 (Eh)